Computed, not measured: 3 unconnected molecules or ions with the total composition C34H55Br2F12N4O9S in a non-equilibrium geometry, with ωB97M-V with the def2-TZVPD basis set.

The charge is +1. For the orbital gap, the calculation gives 6.76 eV. The HOMO energy comes out at -0.429 Ha.

Geometry as XYZ:
```
117
Properties=species:S:1:pos:R:3:forces:R:3
C 2.359 -2.720 1.911 -0.73 -0.08 -0.23
C 2.107 -3.605 0.535 0.04 0.98 -0.88
C 0.990 -2.824 -0.381 -0.33 -0.34 1.04
C -0.474 -3.059 0.392 -0.12 1.63 -1.08
C -1.319 -1.658 0.153 -0.18 0.48 -0.17
C -1.040 -0.525 1.306 1.74 -1.09 0.20
N -1.746 0.784 1.032 -3.44 1.25 1.26
C -2.857 1.303 1.657 2.18 -0.21 -2.37
C -3.178 2.803 0.993 0.73 -0.42 1.98
C -4.038 3.816 1.963 -0.73 0.36 -0.65
C -5.041 3.034 3.025 -0.21 1.36 -0.70
C -4.445 2.905 4.545 0.29 0.44 0.40
F -3.100 3.500 4.747 -3.45 -1.64 -0.99
Br -5.686 3.959 5.775 1.07 -0.54 -1.28
C -4.400 1.385 5.155 -1.21 -0.48 2.91
F -4.846 1.503 6.594 1.37 -1.10 -4.36
F -5.332 0.422 4.524 2.94 3.67 1.73
Br -2.495 0.665 5.284 -2.25 0.46 -0.45
C -1.581 3.183 0.672 -1.11 0.38 -3.91
C -1.447 4.497 -0.352 -0.81 -0.12 -1.24
C -0.046 4.520 -1.203 1.32 0.21 0.98
O -0.200 4.425 -2.664 1.40 -0.02 0.77
C 1.078 4.583 -3.375 -0.97 0.60 -0.95
C 2.121 3.324 -3.211 -0.63 -0.78 -1.82
F 1.421 2.073 -2.736 2.26 3.65 -1.00
F 2.597 2.980 -4.603 -1.13 1.03 4.48
C 3.446 3.666 -2.302 2.17 1.24 1.71
F 3.198 3.544 -0.818 0.20 0.20 -4.71
F 3.951 5.077 -2.485 -2.16 -4.56 0.29
C 4.748 2.694 -2.606 3.65 0.34 0.10
F 5.749 3.011 -1.520 -3.19 -0.85 -3.30
F 5.449 3.021 -3.889 -2.70 -1.00 4.19
C 4.420 1.080 -2.434 -0.60 -1.13 0.60
F 5.569 0.316 -1.821 -4.58 2.59 -3.17
F 3.936 0.491 -3.704 1.90 1.72 3.80
S -0.478 3.695 2.100 0.53 2.66 9.16
O -0.513 2.745 3.325 0.21 2.03 -5.62
O -0.802 5.131 2.665 1.05 -5.27 -3.95
F 1.204 3.785 1.627 -3.58 -0.53 -0.02
C -1.241 1.718 -0.059 2.96 1.12 0.21
C -1.720 1.489 -1.610 -0.40 -1.10 -0.89
C -3.065 0.573 -1.799 -1.02 0.29 -0.72
C -2.918 -0.674 -2.852 -1.14 0.48 -0.52
C -2.258 -0.287 -4.302 -0.05 -1.02 -0.19
N -1.596 -1.578 -4.825 -1.84 -1.13 0.29
C -2.672 -2.645 -5.090 -0.49 -2.23 1.83
N -2.985 -3.670 -4.232 1.77 4.26 -3.40
N -3.385 -2.517 -6.450 1.84 1.75 2.46
H 3.484 -2.450 2.103 -2.28 -0.76 -0.29
H 1.876 -3.336 2.790 1.31 1.42 -1.49
H 1.755 -1.693 1.841 1.35 -2.16 0.14
H 3.082 -3.700 -0.141 -2.01 -0.05 1.80
H 1.654 -4.646 0.822 1.17 1.88 -0.71
H 1.235 -1.664 -0.413 -0.40 -2.31 0.17
H 0.940 -3.179 -1.503 0.05 0.48 2.32
H -1.073 -3.905 -0.153 1.22 1.49 1.35
H -0.359 -3.238 1.543 -0.14 0.09 -2.29
H -0.895 -1.204 -0.865 -1.26 -0.91 2.14
H -2.485 -1.813 0.091 2.31 0.20 0.01
H -1.251 -0.890 2.401 0.03 0.80 -2.21
H 0.128 -0.286 1.261 -2.55 -0.29 0.20
H -3.456 0.763 2.508 1.52 0.91 -1.78
H -3.753 2.704 -0.043 1.57 -0.09 2.10
H -3.354 4.625 2.462 -1.22 -1.80 -0.73
H -4.768 4.417 1.235 1.67 -1.35 1.59
H -6.010 3.727 3.104 2.26 -1.70 -0.06
H -5.402 2.034 2.539 0.78 1.66 1.29
H -2.376 4.422 -1.098 2.11 0.13 1.52
H -1.564 5.523 0.199 0.21 -2.23 -0.71
H 0.635 3.632 -0.864 -1.22 1.60 -0.47
H 0.545 5.516 -0.925 -1.27 -2.03 -0.64
H 1.529 5.633 -3.101 -0.33 -2.34 -0.29
H 0.806 4.644 -4.535 0.60 -0.41 2.66
H 3.549 1.007 -1.623 1.95 -0.08 -1.98
H -0.065 1.559 -0.146 -2.48 0.35 0.65
H -0.840 0.911 -2.172 -1.78 1.39 1.48
H -1.885 2.479 -2.228 0.62 -1.80 1.68
H -3.898 1.297 -2.255 1.68 -1.62 1.02
H -3.523 0.144 -0.811 1.03 0.88 -1.69
H -2.346 -1.610 -2.441 -1.01 2.06 -0.51
H -4.029 -1.046 -3.083 2.45 0.69 0.66
H -1.422 0.532 -4.267 -1.72 -1.46 -0.02
H -3.083 -0.018 -5.119 1.85 -0.25 1.99
H -0.960 -1.987 -4.097 -0.83 0.68 -0.80
H -2.378 -3.590 -3.386 -0.54 0.11 -0.80
H -3.995 -1.656 -6.309 0.70 -1.41 -0.46
H -2.606 -2.171 -7.086 -1.25 -0.49 0.92
C -4.521 -6.743 3.045 -0.16 0.09 0.23
C -3.957 -5.666 2.132 0.36 -0.74 0.24
O -4.897 -4.602 1.944 -0.16 1.12 0.60
C -5.039 -3.748 2.989 0.22 -0.51 0.56
O -4.439 -3.808 4.054 -0.80 0.29 -1.69
O -5.983 -2.833 2.661 0.76 -0.68 -0.04
C -6.308 -1.937 3.723 -0.05 0.20 0.38
H -5.484 -7.101 2.667 0.19 -0.02 -0.10
H -3.830 -7.588 3.119 -0.08 0.11 -0.07
H -4.700 -6.359 4.053 0.16 -0.01 -0.13
H -3.765 -6.097 1.144 -0.24 0.33 0.04
H -3.002 -5.277 2.506 -0.26 0.07 0.08
H -5.414 -1.439 4.111 -0.35 -0.75 -0.14
H -6.827 -2.477 4.519 0.19 0.10 -0.03
H -6.982 -1.172 3.326 0.11 -0.31 -0.18
C 7.766 0.117 -0.799 0.71 0.01 0.12
C 8.018 -0.432 0.597 -0.21 0.64 -0.24
O 8.809 -1.624 0.550 1.04 -0.15 0.06
C 10.131 -1.446 0.301 0.21 0.66 -0.31
O 10.691 -0.372 0.121 -0.87 -1.69 0.38
O 10.721 -2.665 0.254 -0.62 0.90 0.16
C 12.100 -2.623 -0.112 0.58 -0.08 -0.08
H 7.323 -0.652 -1.439 0.19 0.06 0.30
H 7.095 0.980 -0.760 0.51 -0.23 0.23
H 8.698 0.430 -1.278 -0.03 0.01 0.21
H 7.061 -0.706 1.052 0.28 -0.28 0.00
H 8.484 0.316 1.249 0.10 -0.19 -0.19
H 12.664 -1.951 0.542 -0.19 -0.01 -0.22
H 12.198 -2.318 -1.158 0.03 0.11 0.20
H 12.509 -3.631 -0.006 -0.37 0.12 0.05
```
Positions in Å, forces in eV/Å.

Results of the Mulliken charge analysis, in e, for atoms 1 through 8: -0.52, -0.57, -0.18, -0.46, 0.32, -0.99, 0.83, 0.22